This record from the OMol25 dataset describes a 10-piece molecular cluster, C48H124N8O16 overall at a distorted geometry. The level of theory is ωB97M-V/def2-TZVPD.

Output
SMILES = COC[C@H](C)N.COC[C@H](C)N.COCCNCCOC.COCCNCCOC.COCCNCCOC.COCCNCCOC.COCCNCCOC.COCCNCCOC.CCO.CCO
ΔE to the lowest compared entry with this formula, charge and spin = 0.0 kJ/mol

Each atom is followed by the atoms it is bonded to, with distances in Å.
Geometry (Å):
1 O -1.4448 0.1616 -4.0304  C50 1.425, H175 0.960
2 O -2.1168 6.0438 -1.4079  C53 1.419, C54 1.464
3 O -0.2281 1.9114 4.0061  C43 1.414, C63 1.452
4 O 5.4513 0.2798 -0.8691  C27 1.428, C30 1.405
5 O 3.5580 -3.2025 4.9011  C35 1.411, C48 1.395
6 O -4.3040 -1.7510 5.6138  C66 1.415, C70 1.400
7 O 9.5010 -2.5422 -1.8892  C39 1.382, C40 1.431
8 O 0.5078 1.1592 -0.9728  C45 1.412, C52 1.449
9 O 0.7890 -3.1447 8.8997  C32 1.411, C57 1.452
10 O 7.4656 4.0076 3.6193  C67 1.403, H132 0.960
11 O 2.3518 -8.6864 -2.2319  C49 1.396, C55 1.416
12 O -4.2715 1.5077 0.2271  C28 1.365, C29 1.448
13 O -1.3408 4.5179 -6.5512  C37 1.410, C44 1.460
14 O -6.3262 3.5500 -2.1202  C47 1.451, C56 1.414
15 O 2.7057 -4.0725 -1.2224  C34 1.409, C64 1.454
16 O -4.1930 0.7035 -6.7692  C41 1.457, C68 1.405
17 N -4.8822 0.8230 2.9659  C58 1.468, H90 1.010, H136 1.010
18 N -2.6513 2.3788 -5.0120  C25 1.460, C60 1.466, H166 1.010
19 N 1.8806 0.4456 2.3297  C71 1.485, H95 1.010, H170 1.010
20 N -3.4053 3.1493 2.4859  C36 1.456, C46 1.511, H87 1.010
21 N 6.6575 -2.0588 -2.0327  C31 1.500, C62 1.453, H138 1.010
22 N -4.7633 5.8702 -2.7669  C42 1.428, C59 1.495, H135 1.010
23 N 0.8905 -2.8408 6.0005  C38 1.471, C51 1.454, H109 1.010
24 N 1.0021 -5.9741 -2.6705  C65 1.463, C72 1.436, H151 1.010
25 C -4.0505 2.1095 -4.6945  N18 1.460, C41 1.549, H148 1.090, H177 1.090
26 C -3.4909 -1.0724 2.7397  C58 1.541, H75 1.090, H77 1.090, H171 1.090
27 C 4.7873 1.2274 -0.0315  O4 1.428, H147 1.090, H159 1.090, H195 1.090
28 C -3.6909 2.7166 -0.0289  O12 1.365, C36 1.548, H182 1.090, H186 1.090
29 C -3.8419 0.5726 -0.7919  O12 1.448, H91 1.090, H139 1.090, H155 1.090
30 C 4.6736 -0.7442 -1.4362  O4 1.405, C62 1.547, H145 1.090, H173 1.090
31 C 7.3598 -2.9283 -3.0331  N21 1.500, C39 1.586, H81 1.090, H153 1.090
32 C -0.3215 -2.7501 8.1237  O9 1.411, C51 1.533, H80 1.090, H160 1.090
33 C -0.1966 -1.6886 -5.0214  C50 1.521, H122 1.090, H141 1.090, H174 1.090
34 C 3.2635 -3.8996 0.0601  O15 1.409, H94 1.090, H116 1.090, H181 1.090
35 C 4.4521 -4.1493 4.3583  O5 1.411, H111 1.090, H157 1.090, H187 1.090
36 C -3.9318 3.6137 1.2101  N20 1.456, C28 1.548, H108 1.090, H158 1.090
37 C -0.9927 4.1030 -5.2497  O13 1.410, C60 1.525, H156 1.090, H188 1.090
38 C 1.4538 -2.0532 4.8928  N23 1.471, C48 1.506, H131 1.090, H165 1.090
39 C 8.6985 -3.5281 -2.4307  O7 1.382, C31 1.586, H126 1.090, H190 1.090
40 C 10.7850 -3.0419 -1.5037  O7 1.431, H117 1.090, H118 1.090, H150 1.090
41 C -4.5291 0.7924 -5.3542  O16 1.457, C25 1.549, H110 1.090, H128 1.090
42 C -6.1906 5.8793 -2.8049  N22 1.428, C47 1.522, H93 1.090, H100 1.090
43 C -1.5320 2.4449 3.8840  O3 1.414, C46 1.555, H97 1.090, H115 1.090
44 C -0.2324 5.0494 -7.3389  O13 1.460, H112 1.090, H130 1.090, H185 1.090
45 C 0.9598 1.4874 0.3244  O8 1.412, C71 1.534, H125 1.090, H178 1.090
46 C -1.9030 2.9884 2.4754  N20 1.511, C43 1.555, H103 1.090, H124 1.090
47 C -6.7115 4.4921 -3.1541  O14 1.451, C42 1.522, H78 1.090, H106 1.090
48 C 2.4217 -2.9270 4.1395  O5 1.395, C38 1.506, H114 1.090, H119 1.090
49 C 0.9910 -8.3785 -2.2799  O11 1.396, C72 1.564, H79 1.090, H196 1.090
50 C -1.1420 -0.5186 -5.2450  O1 1.425, C33 1.521, H82 1.090, H176 1.090
51 C 0.2137 -1.9509 6.9295  N23 1.454, C32 1.533, H88 1.090, H168 1.090
52 C 0.1452 2.2880 -1.8066  O8 1.449, H98 1.090, H123 1.090, H146 1.090
53 C -0.7394 5.7026 -1.4132  O2 1.419, H85 1.090, H134 1.090, H194 1.090
54 C -2.5477 7.0590 -2.3706  O2 1.464, C59 1.568, H120 1.090, H142 1.090
55 C 2.8650 -8.7820 -0.9161  O11 1.416, H73 1.090, H96 1.090, H179 1.090
56 C -6.9175 2.2851 -2.3422  O14 1.414, H92 1.090, H140 1.090, H191 1.090
57 C 0.4719 -4.2210 9.8216  O9 1.452, H76 1.090, H192 1.090, H193 1.090
58 C -4.6954 -0.5203 3.5266  N17 1.468, C26 1.541, C66 1.572, H172 1.090
59 C -4.1127 7.1623 -2.3885  N22 1.495, C54 1.568, H89 1.090, H102 1.090
60 C -2.2443 3.6844 -4.4850  N18 1.466, C37 1.525, H107 1.090, H113 1.090
61 C 0.1555 -0.8110 1.1749  C71 1.519, H86 1.090, H149 1.090, H162 1.090
62 C 5.4016 -1.5398 -2.5458  N21 1.453, C30 1.547, H83 1.090, H163 1.090
63 C 0.2466 1.3141 5.2413  O3 1.452, H127 1.090, H137 1.090, H169 1.090
64 C 1.2607 -4.1434 -1.0730  O15 1.454, C65 1.539, H99 1.090, H154 1.090
65 C 0.4906 -4.6535 -2.3038  N24 1.463, C64 1.539, H104 1.090, H161 1.090
66 C -4.3885 -0.4489 5.0666  O6 1.415, C58 1.572, H74 1.090, H189 1.090
67 C 6.6480 2.8672 3.6131  O10 1.403, C69 1.578, H133 1.090, H184 1.090
68 C -4.6535 -0.4495 -7.4275  O16 1.405, H84 1.090, H121 1.090, H143 1.090
69 C 5.2218 3.3483 3.1399  C67 1.578, H129 1.090, H144 1.090, H167 1.090
70 C -4.2347 -1.7899 7.0111  O6 1.400, H105 1.090, H152 1.090, H164 1.090
71 C 1.3156 0.1510 0.9887  N19 1.485, C45 1.534, C61 1.519, H183 1.090
72 C 0.5180 -6.9788 -1.7659  N24 1.436, C49 1.564, H101 1.090, H180 1.090
73 H 2.3752 -9.6516 -0.4780  C55 1.090
74 H -3.4745 0.1046 5.2817  C66 1.090
75 H -2.5269 -0.7602 3.1415  C26 1.090
76 H -0.4148 -3.9087 10.3734  C57 1.090
77 H -3.4741 -2.1477 2.9171  C26 1.090
78 H -7.7882 4.5758 -3.3022  C47 1.090
79 H 0.6546 -8.5267 -3.3060  C49 1.090
80 H -0.7854 -3.5771 7.5861  C32 1.090
81 H 7.6425 -2.3646 -3.9221  C31 1.090
82 H -0.6521 0.2052 -5.8963  C50 1.090
83 H 5.5518 -0.9019 -3.4168  C62 1.090
84 H -5.6441 -0.8017 -7.1399  C68 1.090
85 H -0.3864 5.3893 -2.3956  C53 1.090
86 H -0.1661 -1.1022 0.1750  C61 1.090
87 H -3.8720 2.3028 2.7790  N20 1.010
88 H 0.8927 -1.1949 7.3238  C51 1.090
89 H -4.4404 7.9428 -3.0751  C59 1.090
90 H -5.7453 1.2096 3.3204  N17 1.010
91 H -4.2353 0.6272 -1.8069  C29 1.090
92 H -7.9763 2.3382 -2.5954  C56 1.090
93 H -6.4798 6.0636 -1.7703  C42 1.090
94 H 3.2154 -4.8036 0.6673  C34 1.090
95 H 2.4665 1.2538 2.1765  N19 1.010
96 H 3.9340 -8.9684 -1.0186  C55 1.090
97 H -2.2484 1.7037 4.2384  C43 1.090
98 H -0.8043 2.7454 -1.5286  C52 1.090
99 H 0.9961 -3.1132 -0.8349  C64 1.090
100 H -6.7667 6.5927 -3.3942  C42 1.090
101 H -0.5666 -6.8771 -1.8021  C72 1.090
102 H -4.4894 7.4114 -1.3965  C59 1.090
103 H -1.3023 3.8324 2.1366  C46 1.090
104 H -0.5879 -4.6131 -2.1514  C65 1.090
105 H -4.9421 -1.1810 7.5740  C70 1.090
106 H -6.3076 4.2688 -4.1416  C47 1.090
107 H -3.0358 4.4093 -4.6750  C60 1.090
108 H -5.0116 3.6655 1.3494  C36 1.090
109 H 1.5786 -3.3307 6.5541  N23 1.010
110 H -5.6167 0.8645 -5.3506  C41 1.090
111 H 4.7030 -3.8542 3.3395  C35 1.090
112 H -0.5772 5.1675 -8.3662  C44 1.090
113 H -2.1243 3.6363 -3.4027  C60 1.090
114 H 2.7145 -2.3226 3.2810  C48 1.090
115 H -1.6402 3.2787 4.5776  C43 1.090
116 H 2.6755 -3.1704 0.6175  C34 1.090
117 H 10.7153 -3.8452 -0.7703  C40 1.090
118 H 11.3145 -3.3962 -2.3882  C40 1.090
119 H 1.9476 -3.8162 3.7238  C48 1.090
120 H -2.1085 8.0360 -2.1689  C54 1.090
121 H -4.0580 -1.3005 -7.0969  C68 1.090
122 H -0.6241 -2.5196 -4.4605  C33 1.090
123 H 0.0733 1.9208 -2.8304  C52 1.090
124 H -1.7336 2.1206 1.8378  C46 1.090
125 H 0.1682 1.9956 0.8751  C45 1.090
126 H 9.1473 -4.2275 -3.1360  C39 1.090
127 H 0.1563 2.0437 6.0460  C63 1.090
128 H -4.1872 -0.0486 -4.7509  C41 1.090
129 H 4.8778 4.3281 3.4710  C69 1.090
130 H 0.1237 6.0008 -6.9439  C44 1.090
131 H 1.9102 -1.1142 5.2060  C38 1.090
132 H 8.3165 3.6877 3.9279  O10 0.960
133 H 7.0303 2.0489 3.0031  C67 1.090
134 H -0.4398 4.9998 -0.6358  C53 1.090
135 H -4.4012 5.1634 -2.1429  N22 1.010
136 H -4.8587 0.8144 1.9563  N17 1.010
137 H -0.3713 0.4517 5.4914  C63 1.090
138 H 7.1886 -1.2132 -1.8816  N21 1.010
139 H -2.7587 0.4645 -0.8485  C29 1.090
140 H -6.5077 1.7883 -3.2217  C56 1.090
141 H 0.0073 -2.0802 -6.0179  C33 1.090
142 H -2.3097 6.7597 -3.3913  C54 1.090
143 H -4.5879 -0.4407 -8.5155  C68 1.090
144 H 5.3938 3.4765 2.0712  C69 1.090
145 H 3.7201 -0.3309 -1.7650  C30 1.090
146 H 0.9035 3.0707 -1.7890  C52 1.090
147 H 4.3302 0.6936 0.8017  C27 1.090
148 H -4.2634 2.0968 -3.6255  C25 1.090
149 H 0.4805 -1.6974 1.7198  C61 1.090
150 H 11.3260 -2.1711 -1.1335  C40 1.090
151 H 2.0097 -5.9963 -2.6034  N24 1.010
152 H -3.2627 -1.4854 7.3992  C70 1.090
153 H 6.6479 -3.7200 -3.2667  C31 1.090
154 H 1.0792 -4.8501 -0.2632  C64 1.090
155 H -4.2201 -0.3709 -0.3984  C29 1.090
156 H -0.2668 3.2918 -5.3046  C37 1.090
157 H 3.9725 -5.1276 4.3266  C35 1.090
158 H -3.5894 4.6157 0.9517  C36 1.090
159 H 5.5377 1.8221 0.4894  C27 1.090
160 H -1.0738 -2.1866 8.6756  C32 1.090
161 H 0.6190 -3.9799 -3.1510  C65 1.090
162 H -0.6534 -0.3515 1.7429  C61 1.090
163 H 4.7762 -2.4095 -2.7471  C62 1.090
164 H -4.3150 -2.8190 7.3612  C70 1.090
165 H 0.6520 -1.7211 4.2333  C38 1.090
166 H -2.5159 2.2582 -6.0056  N18 1.010
167 H 4.4603 2.5887 3.3165  C69 1.090
168 H -0.6160 -1.4626 6.4182  C51 1.090
169 H 1.3008 1.0382 5.2656  C63 1.090
170 H 1.1795 0.8208 2.9524  N19 1.010
171 H -3.5004 -0.9107 1.6618  C26 1.090
172 H -5.6077 -1.1020 3.3949  C58 1.090
173 H 4.4147 -1.4034 -0.6076  C30 1.090
174 H 0.6973 -1.3436 -4.5017  C33 1.090
175 H -1.9455 0.9243 -4.3288  O1 0.960
176 H -2.0698 -0.8821 -5.6868  C50 1.090
177 H -4.6677 2.8829 -5.1517  C25 1.090
178 H 1.8252 2.1462 0.2539  C45 1.090
179 H 2.7360 -7.8810 -0.3164  C55 1.090
180 H 0.8837 -6.8910 -0.7428  C72 1.090
181 H 4.3161 -3.6256 0.1303  C34 1.090
182 H -2.6181 2.6429 -0.2076  C28 1.090
183 H 2.1142 -0.3299 0.4239  C71 1.090
184 H 6.5629 2.4393 4.6120  C67 1.090
185 H 0.6086 4.3567 -7.3076  C44 1.090
186 H -4.1887 3.1603 -0.8911  C28 1.090
187 H 5.3672 -4.2420 4.9432  C35 1.090
188 H -0.5386 4.9215 -4.6912  C37 1.090
189 H -5.2913 -0.0023 5.4832  C66 1.090
190 H 8.4894 -4.1456 -1.5572  C39 1.090
191 H -6.6656 1.6431 -1.4981  C56 1.090
192 H 0.1940 -5.1367 9.2997  C57 1.090
193 H 1.3085 -4.3092 10.5147  C57 1.090
194 H -0.2269 6.6417 -1.2043  C53 1.090
195 H 4.0504 1.8615 -0.5243  C27 1.090
196 H 0.4487 -9.1547 -1.7399  C49 1.090